Record 1
The following is a DFT calculation (wB97M-V/def2-TZVPD) of 2 unconnected molecules or ions with the total composition C2H5NOS.

LUMO level: 0.7 eV
HOMO: -8.76 eV
Total energy: -16525.459 eV

Atoms and positions in Å:
C: -0.82742 0.00275 -0.11552
C: 1.97450 -0.56737 0.02977
N: -2.11827 -0.24833 -0.11279
O: 2.32308 0.58214 0.07438
S: -0.49581 1.66994 0.21271
H: 1.68770 -1.15009 0.91975
H: 1.90151 -1.13197 -0.91324
H: -2.44513 -1.17829 -0.31421
H: -2.83747 0.43961 0.08901
H: 0.83732 1.58161 0.13013

Atoms 1-2, force components in eV/Å:
C 0.41 0.43 0.05
C -0.42 -0.65 -0.15

natural (NBO) population analysis, charges in e, atoms 1 to 2: number 1, C, carries -0.119; number 2, C, carries 0.304

Record 2
The following is a DFT calculation (wB97M-V/def2-TZVPD) of a molecular structure, C25H56AlN11O25P.

LUMO level: 1.1 eV
HOMO: -3.56 eV
Charge: -1
Total energy: -110270.096 eV

Atoms and positions in Å:
C: 1.39338 -3.87000 1.76574
C: 2.15569 -3.63089 0.44113
P: 2.03260 -1.96635 -0.39160
C: 0.38840 -1.94102 -1.30839
C: -0.24370 -3.31473 -1.51966
Al: 1.89067 -0.21648 1.22523
C: 3.27259 1.24999 1.12413
C: 4.16143 1.30536 -0.11215
C: 5.44781 0.50101 0.03846
O: 3.40884 0.94956 -1.27404
O: 0.21519 0.61690 1.15423
C: -0.75028 0.33112 1.98373
O: -0.67008 0.21534 3.19051
C: -2.11782 0.19708 1.35637
C: -2.48767 -0.98637 0.72363
C: -3.74906 -1.11797 0.15259
C: -4.66694 -0.07427 0.23014
C: -4.30623 1.09847 0.88304
C: -3.03804 1.24034 1.43093
H: 2.08562 -4.14760 2.56303
H: 0.84282 -2.99591 2.10153
H: 0.71806 -4.72516 1.66530
H: 1.85942 -4.37353 -0.30173
H: 3.21955 -3.77618 0.61825
H: 0.60593 -1.52445 -2.29368
H: -0.32863 -1.27276 -0.83619
H: -1.20023 -3.20315 -2.04419
H: -0.45418 -3.83773 -0.58740
H: 0.38210 -3.92731 -2.17230
H: 2.04821 -0.92111 2.66816
H: 2.79267 2.22816 1.21976
H: 3.93102 1.13597 1.98815
H: 4.49601 2.34924 -0.24547
H: 6.15944 0.76620 -0.74976
H: 5.91919 0.81604 0.97166
H: 5.26245 -0.57112 0.05400
H: 4.00488 0.92983 -2.02807
H: -1.79940 -1.81797 0.64658
H: -4.03036 -2.03177 -0.35542
H: -5.64911 -0.17445 -0.21391
H: -5.01115 1.91629 0.96845
H: -2.73411 2.15700 1.92017
C: -7.31916 4.73130 -0.52015
N: -6.71803 4.20325 0.73179
O: -5.58249 4.53392 0.99863
O: -7.40268 3.46120 1.40995
H: -6.58094 5.36129 -1.00673
H: -7.58032 3.88177 -1.14023
H: -8.20828 5.29173 -0.24545
C: -6.74436 1.27418 3.87038
N: -7.05383 0.27351 4.92729
O: -7.13196 0.66356 6.07842
O: -7.21427 -0.87295 4.57590
H: -6.63673 2.24523 4.33678
H: -5.82026 0.96915 3.38546
H: -7.56789 1.27068 3.16396
C: 4.28543 3.38493 5.38873
N: 4.61535 3.39565 3.93911
O: 5.59228 2.78117 3.57011
O: 3.87256 4.03074 3.21896
H: 5.02842 2.78914 5.90447
H: 4.30205 4.41580 5.72655
H: 3.29295 2.95650 5.49415
C: 5.74984 6.86305 3.38719
N: 5.25743 7.08082 4.77440
O: 5.73791 6.40024 5.66077
O: 4.40396 7.92518 4.93152
H: 6.50137 6.08288 3.40916
H: 4.89789 6.56514 2.78308
H: 6.16714 7.80222 3.03713
C: -3.78064 8.18535 -1.56579
N: -4.99716 7.61731 -2.20874
O: -5.71133 8.35939 -2.84686
O: -5.18906 6.43057 -2.04103
H: -3.73756 9.24287 -1.79565
H: -3.86976 8.01042 -0.49798
H: -2.92462 7.65303 -1.96845
C: 5.82152 -4.32175 -2.40483
N: 5.38408 -3.02090 -1.82885
O: 5.15610 -2.11396 -2.60472
O: 5.26748 -2.95981 -0.62610
H: 5.85828 -4.21322 -3.47954
H: 6.79904 -4.55548 -1.99857
H: 5.09709 -5.07256 -2.10671
C: -8.24164 1.37034 -4.22679
N: -8.15182 2.01948 -2.89145
O: -7.46973 1.48885 -2.04466
O: -8.77440 3.05352 -2.73673
H: -7.63809 0.47121 -4.20648
H: -9.28827 1.14512 -4.40610
H: -7.87094 2.08287 -4.95699
C: 7.19953 -8.50225 -4.54562
N: 6.85004 -7.21089 -3.89579
O: 6.63169 -6.26936 -4.63063
O: 6.78417 -7.17474 -2.68631
H: 7.18385 -8.32645 -5.61305
H: 8.18602 -8.78885 -4.19283
H: 6.44647 -9.22661 -4.25644
C: -5.39319 1.96583 8.65080
N: -5.28059 2.56201 10.01048
O: -4.60013 1.98662 10.83293
O: -5.88652 3.59562 10.20772
H: -4.80605 1.05642 8.62402
H: -6.44296 1.76045 8.46858
H: -5.01864 2.69808 7.94279
C: 3.91888 -6.77773 -7.12945
N: 3.96539 -8.11073 -6.47157
O: 4.42713 -8.14012 -5.34822
O: 3.53013 -9.06588 -7.07642
H: 4.35630 -6.06051 -6.44525
H: 4.49249 -6.84581 -8.04947
H: 2.87987 -6.52094 -7.32377
C: 1.24788 -2.94526 -5.55509
N: 2.04849 -3.66364 -6.58464
O: 1.80381 -4.83990 -6.78664
O: 2.90888 -3.03486 -7.15728
H: 0.53127 -3.64014 -5.13541
H: 1.94042 -2.58443 -4.79959
H: 0.75643 -2.11543 -6.05308

Atoms 1-2, force components in eV/Å:
C 0.15 -0.50 -0.18
C -0.57 0.29 0.53

Mulliken population analysis, charges in e, atoms 1 to 2: number 1, C, carries -1.026; number 2, C, carries -0.665

Record 3
The following is a DFT calculation (wB97M-V/def2-TZVPD) of a molecular structure, C22H26IrN4O9P2.

2S+1: 2
LUMO level (alpha / beta): -5.9 / -8.7 eV
HOMO (alpha / beta): -13.40 / -13.40 eV
⟨S²⟩: 0.787
Charge: +2
Total energy: -69029.802 eV

Atoms and positions in Å:
Ir: 0.01890 -0.28790 -0.92633
N: -0.31600 -1.19880 -5.03550
C: -0.87668 -0.01525 -4.25330
C: -1.70597 0.87807 -5.15903
P: -1.78972 -0.76386 -2.80445
O: -3.13008 -1.29037 -3.42612
O: -0.85882 -1.87232 -2.32084
O: -1.94160 0.28250 -1.72245
P: 0.52664 0.89054 -3.47339
O: 1.37875 1.41050 -4.70082
O: 1.21661 -0.18039 -2.58308
O: 0.00698 2.03442 -2.70237
H: 0.02186 -1.90592 -4.36658
H: 0.46119 -0.91192 -5.63829
H: -1.03159 -1.61910 -5.63455
H: -2.55180 0.33208 -5.58085
H: -1.10273 1.29379 -5.96675
H: -2.08894 1.71108 -4.57023
H: -3.96280 -0.94078 -3.07885
H: 2.19621 1.87931 -4.48632
C: 4.85402 -3.28961 3.10236
O: 3.59969 -3.96469 3.28620
C: 2.54862 -3.54810 2.60570
C: 1.35909 -4.29887 2.85765
C: 0.16590 -3.97495 2.22886
C: 0.09322 -2.92149 1.33714
C: -1.19885 -2.48071 0.79058
C: -2.38618 -3.38242 0.75069
O: -1.34138 -1.35472 0.30289
C: 1.31530 -2.17576 1.04814
O: 1.37239 -1.20954 0.22734
C: 2.52217 -2.49998 1.72122
H: 5.56183 -3.81635 3.73141
H: 4.76877 -2.25076 3.42219
H: 5.16328 -3.35200 2.05873
H: 1.41892 -5.11452 3.56579
H: -0.71555 -4.54645 2.47565
H: -2.36720 -4.19248 1.47041
H: -2.39411 -3.81878 -0.25330
H: -3.29065 -2.79049 0.87125
H: 3.39627 -1.91094 1.49055
C: 2.92541 2.54636 0.29090
C: 2.30189 1.38945 -0.10998
N: 0.96006 1.30505 -0.11416
C: 0.21941 2.34842 0.25457
C: 0.77737 3.52507 0.73859
C: 2.16020 3.62530 0.71841
C: -0.06991 4.63633 1.19935
C: -1.18010 4.59133 1.93948
C: -1.84234 3.45249 2.59983
C: -3.06132 3.65018 3.23574
C: -3.63973 2.55868 3.86385
N: -3.06193 1.36088 3.88112
C: -1.89124 1.28296 3.26113
N: -1.25125 2.24842 2.62055
H: 4.00426 2.59897 0.26599
H: 2.84764 0.52466 -0.45160
H: -0.84818 2.23923 0.15177
H: 2.64393 4.53639 1.04746
H: 0.28208 5.62123 0.91156
H: -1.65365 5.54625 2.13769
H: -3.54390 4.61738 3.24251
H: -4.59352 2.64911 4.37019
H: -1.40114 0.31378 3.28370

Atoms 1-2, force components in eV/Å:
Ir -0.66 -2.89 0.28
N 0.05 0.00 -0.03

natural (NBO) population analysis, charges in e, atoms 1 to 2: number 1, Ir, carries 1.432; number 2, N, carries -0.694

Record 4
The following is a DFT calculation (wB97M-V/def2-TZVPD) of 9 unconnected molecules or ions with the total composition C4H26NO9S2.

LUMO level: -3.1 eV
HOMO: -11.27 eV
Charge: +1
Total energy: -46151.725 eV

Atoms and positions in Å:
N: -0.03146 -1.02897 -2.26312
C: 0.53272 -1.52294 -0.98762
C: -0.59548 -2.35982 -0.23092
O: -1.69480 -1.89822 -0.11578
C: 1.78094 -2.40159 -1.12024
S: 3.26342 -1.47517 -1.78326
S: 4.10071 -0.16941 -0.56772
C: 2.97475 1.11901 0.00758
H: -0.98148 -0.59598 -2.01901
H: -0.10380 -1.72174 -2.98680
H: 0.60138 -0.30297 -2.63963
H: 0.71024 -0.69658 -0.31644
H: -0.41392 -3.41851 0.02634
H: 2.03711 -2.86052 -0.10668
H: 1.51102 -3.30157 -1.71955
H: 3.32225 1.53874 0.97531
H: 3.03387 1.98177 -0.66191
H: 1.94285 0.83166 0.04584
H: -1.07608 -2.59752 2.92040
H: -1.07926 -1.57842 1.90236
O: -0.43340 -2.15609 2.32003
H: 0.03208 2.23586 -2.91678
H: 0.54691 2.09030 -1.57555
O: 0.45766 1.55748 -2.38163
H: 0.89508 -1.71794 3.44659
H: 2.42838 -1.92837 3.17674
O: 1.78709 -1.42245 3.67994
H: -2.46398 0.78847 -1.88531
H: -3.06263 -0.61880 -1.60379
O: -2.50779 -0.12865 -2.21696
H: -3.48435 1.28067 2.55947
H: -2.83476 0.97286 1.12069
O: -2.68872 1.23887 2.03076
H: -0.87476 3.79638 0.46774
H: -0.27819 2.43778 0.87842
O: -0.16537 3.16750 0.23051
H: -0.95979 1.11593 2.11665
H: 0.55534 1.10759 2.66492
O: -0.01588 1.17605 1.89147
H: -2.70260 2.78461 -1.40779
H: -1.69639 2.53954 -0.18110
O: -2.36895 2.14118 -0.77419

Atoms 1-2, force components in eV/Å:
N 0.81 0.64 0.95
C -0.15 -2.18 1.30

natural (NBO) population analysis, charges in e, atoms 1 to 2: number 1, N, carries -0.723; number 2, C, carries -0.183

Record 5
The following is a DFT calculation (wB97M-V/def2-TZVPD) of C6H8FN in the gas phase.

LUMO level: 0.5 eV
HOMO: -8.87 eV
SMILES: NCC1=CC=C[C@H]1F
Total energy: -10555.968 eV

Atoms and positions in Å:
C: 0.55920 1.03697 1.17796
C: -0.01793 0.10898 0.22277
C: -1.29163 0.23961 -0.20714
C: -1.60804 -0.98167 -1.03174
C: -0.57866 -1.80463 -1.15348
C: 0.49045 -1.12430 -0.28188
H: 0.59901 2.50554 -0.26032
H: 2.23497 1.76973 0.05984
H: -0.37903 1.51686 1.81315
H: 1.29400 0.53141 1.98617
H: -1.88358 1.02979 0.23621
H: -2.56593 -1.27003 -1.53480
H: -0.32764 -2.81288 -1.61030
H: 0.38272 -1.76996 0.60945
N: 1.35566 2.26344 0.52370
F: 1.73644 -1.23886 -0.54961

Atoms 1-2, force components in eV/Å:
C 1.21 2.47 3.36
C -1.92 1.51 -0.74

natural (NBO) population analysis, charges in e, atoms 1 to 2: number 1, C, carries -0.251; number 2, C, carries -0.087

Record 6
The following is a DFT calculation (wB97M-V/def2-TZVPD) of a molecular structure, C3H2KLiO3.

2S+1: 2
LUMO level (alpha / beta): -4.1 / -4.1 eV
HOMO (alpha / beta): -9.79 / -12.71 eV
⟨S²⟩: 0.755
Charge: +1
Total energy: -25809.936 eV

Atoms and positions in Å:
C: 1.51162 2.06876 0.02842
C: 1.13157 0.64525 0.31238
O: 1.61186 -0.49968 0.13033
K: -0.19770 -2.36449 0.15444
H: 2.02060 2.29580 -0.91372
H: 1.80777 2.69321 0.87727
O: -0.14221 2.27324 -0.10046
C: -0.26666 1.00999 0.30645
Li: -2.81053 1.02793 -0.59478
O: -1.28724 0.28919 0.17986

Atoms 1-2, force components in eV/Å:
C -1.65 0.51 0.17
C -1.60 -0.88 -0.15

natural (NBO) population analysis, charges in e, atoms 1 to 2: number 1, C, carries -0.091; number 2, C, carries 0.241

Record 7
The following is a DFT calculation (wB97M-V/def2-TZVPD) of 2 unconnected molecules or ions with the total composition C4H10NS2.

LUMO level: -3.9 eV
HOMO: -12.38 eV
Charge: +1
Total energy: -27462.922 eV

Atoms and positions in Å:
C: -2.17870 -3.21329 -0.57432
C: -0.10542 1.54575 1.35693
C: 0.85221 0.96356 -1.00499
C: 0.69535 0.62992 0.43958
N: 1.09566 -0.42688 0.91574
S: -3.71013 -3.16341 -1.41248
S: -1.31358 -2.03570 0.15616
H: -1.75555 -4.20062 -0.48139
H: 0.32129 1.83063 2.35954
H: -0.15887 2.52854 0.87537
H: -1.16223 1.29894 1.26443
H: 1.60337 1.76316 -1.14680
H: 0.03085 1.23288 -1.62042
H: 1.17590 0.15198 -1.64542
H: 0.92597 -0.60820 1.90329
H: -3.78342 -1.79698 -1.68042
H: 1.52361 -1.28404 0.53429

Atoms 1-2, force components in eV/Å:
C -0.39 0.72 0.05
C 0.86 1.86 -0.82

natural (NBO) population analysis, charges in e, atoms 1 to 2: number 1, C, carries -0.432; number 2, C, carries -0.725